{"formula": "C5H10O", "method": "ωB97M-V/def2-TZVPD", "symbols": ["C", "C", "C", "C", "C", "O", "H", "H", "H", "H", "H", "H", "H", "H", "H", "H"], "xyz": [[-1.10396, -0.81582, -0.81128], [-0.19482, 0.34897, -0.29554], [-1.08221, 1.27761, 0.52105], [1.20805, 0.19034, 0.48564], [1.83867, -1.14005, 0.21092], [1.56613, -1.77574, -0.77913], [-1.93993, -0.34789, -1.36162], [-1.57652, -1.41112, -0.01977], [-0.62511, -1.50034, -1.51415], [0.11648, 0.84594, -1.22210], [-0.49696, 2.09956, 0.93912], [-1.90517, 1.69156, -0.07289], [-1.52384, 0.70759, 1.34819], [1.84409, 0.97725, 0.04730], [1.32385, 0.41349, 1.57038], [2.55124, -1.56135, 0.95389]], "forces_ev_per_a": [[0.2, 0.0, 0.2], [0.2, 0.2, 0.0], [0.0, 0.2, 0.1], [-0.4, -0.2, -0.4], [-0.1, -0.3, -0.4], [0.5, -0.1, 0.2], [0.3, 0.0, 0.3], [0.3, 0.1, 0.1], [0.1, 0.2, 0.3], [-0.1, 0.1, 0.2], [-0.2, 0.1, 0.0], [0.2, -0.1, 0.1], [0.1, 0.2, 0.0], [0.1, -0.3, 0.0], [-1.0, -0.3, -0.5], [-0.1, 0.2, -0.1]], "homo_energy_ev": -9.707, "smiles": "CC(C)CC=O", "orbital_gap_ha": 0.3939, "e_above_lowest_kj_mol": 92.93, "lumo_ev": 1.012}


{"formula": "C13H37BrCdN5O4", "method": "ωB97M-V/def2-TZVPD", "symbols": ["Cd", "Br", "C", "O", "N", "N", "H", "H", "H", "H", "C", "C", "C", "O", "C", "N", "H", "H", "H", "H", "H", "H", "H", "H", "H", "H", "H", "C", "C", "C", "O", "C", "N", "H", "H", "H", "H", "H", "H", "H", "H", "H", "H", "H", "C", "C", "C", "O", "C", "N", "H", "H", "H", "H", "H", "H", "H", "H", "H", "H", "H"], "xyz": [[17.13404, -2.25786, -8.62418], [18.13966, -1.25376, -6.41201], [15.77179, -4.27685, -11.17657], [16.33836, -3.79829, -10.19314], [15.42186, -5.59346, -11.23166], [15.50707, -3.55136, -12.31032], [14.85397, -5.96853, -11.96988], [15.64314, -6.13284, -10.41616], [15.18993, -4.03710, -13.13244], [15.73312, -2.58037, -12.39239], [13.56021, -4.34618, -7.56854], [14.52036, -3.68546, -6.60682], [14.35851, -4.14259, -5.17590], [15.05295, -3.39162, -4.24204], [14.96287, -1.97793, -4.32490], [15.90924, -3.90022, -7.15625], [13.82350, -4.21972, -8.61799], [12.51886, -4.07039, -7.41609], [13.60430, -5.43070, -7.37037], [14.37558, -2.60782, -6.71974], [14.78677, -5.15404, -5.14751], [13.30619, -4.23414, -4.87511], [15.34033, -1.60006, -3.37795], [13.90578, -1.67345, -4.36335], [15.55788, -1.58071, -5.14601], [16.54457, -3.88450, -6.35316], [15.90138, -4.87257, -7.46716], [20.37226, -1.66036, -11.49096], [19.29095, -2.23709, -10.59480], [19.92354, -3.10397, -9.51835], [18.92528, -3.70831, -8.67724], [19.46053, -4.75356, -7.90182], [18.43403, -1.19296, -9.95563], [21.04381, -0.97704, -10.96910], [19.96152, -1.12447, -12.35207], [20.95213, -2.45948, -11.95984], [18.59738, -2.79988, -11.22428], [20.54145, -2.44922, -8.89461], [20.48446, -3.89621, -10.01200], [18.63325, -5.19956, -7.34031], [20.11096, -4.37889, -7.10502], [19.92986, -5.52902, -8.50536], [18.04508, -0.56354, -10.66088], [19.03133, -0.50665, -9.48070], [15.59745, 1.07174, -8.43148], [14.74198, -0.13379, -8.12598], [13.25462, 0.11940, -8.16413], [12.59467, -1.12732, -8.19471], [11.23518, -1.05761, -7.87452], [15.15076, -1.26915, -9.03964], [16.64704, 0.79134, -8.37728], [15.41360, 1.90942, -7.75417], [15.34037, 1.52174, -9.40102], [15.02118, -0.48859, -7.13044], [12.98862, 0.76469, -9.01247], [13.01805, 0.65928, -7.23780], [10.64715, -0.45490, -8.57513], [11.04875, -0.67684, -6.86452], [10.83732, -2.07273, -7.91955], [14.38842, -1.93916, -8.90363], [14.99071, -0.91212, -9.98350]], "forces_ev_per_a": [[-1.2, -0.5, 2.0], [-0.1, 0.1, -0.1], [0.2, 0.1, -0.7], [-0.3, -0.3, -0.4], [0.2, 0.8, 0.1], [-0.2, -0.8, 0.3], [0.0, -0.1, 0.1], [-0.1, -0.2, 0.0], [0.0, 0.2, 0.0], [0.1, 0.0, 0.2], [-0.3, -1.3, 0.4], [0.4, 1.3, -1.5], [-0.2, -0.5, -0.3], [1.0, 0.2, 0.4], [-0.6, -0.3, 0.5], [-0.3, -0.6, 0.9], [0.1, 0.3, 0.0], [0.0, 0.2, 0.0], [-0.1, 0.1, -0.2], [-0.2, 0.0, 0.5], [-0.1, 0.0, 0.2], [-0.1, 0.2, -0.3], [0.2, 0.0, -0.1], [0.1, 0.1, -0.3], [-0.1, 0.1, 0.0], [0.0, 0.2, -0.1], [0.3, 0.1, -0.1], [0.1, 0.0, -0.6], [-0.3, 0.4, -0.4], [-0.7, 0.1, 0.2], [0.7, 0.0, -1.2], [-0.6, -0.3, 1.3], [1.5, 1.5, -1.2], [0.0, -0.1, 0.1], [-0.2, 0.1, 0.3], [0.1, 0.0, 0.3], [0.1, -0.4, 0.2], [0.3, -0.3, 0.0], [0.3, 0.1, 0.1], [0.0, 0.0, -0.3], [0.4, 0.1, -0.4], [0.1, 0.1, -0.1], [-0.3, -0.6, -0.2], [0.0, -0.6, 0.5], [-0.5, 0.7, -0.3], [1.0, -0.7, 0.0], [0.1, 0.3, 0.3], [0.4, 0.2, -0.1], [-1.0, -0.3, 0.1], [-1.6, 1.1, 0.1], [0.1, 0.2, 0.0], [0.1, -0.3, 0.3], [0.2, -0.4, -0.2], [-0.1, 0.0, 0.1], [-0.2, -0.2, -0.1], [-0.2, 0.1, -0.1], [0.2, 0.1, -0.1], [0.2, 0.1, 0.0], [0.1, 0.0, 0.0], [0.3, -0.2, -0.2], [0.2, -0.2, 0.0]], "homo_energy_ev": -11.167, "orbital_gap_ha": 0.3195, "charge": 1, "lumo_ev": -2.473}


{"formula": "C18H20FN5OS", "method": "ωB97M-V/def2-TZVPD", "symbols": ["O", "H", "C", "C", "C", "C", "C", "C", "C", "H", "H", "F", "H", "H", "C", "C", "N", "C", "C", "H", "H", "H", "H", "C", "C", "N", "N", "N", "N", "C", "C", "C", "C", "C", "S", "H", "H", "H", "H", "H", "H", "H", "H", "H", "H", "H"], "xyz": [[1.28610, 2.03558, 2.37201], [1.67904, 2.78920, 2.04659], [1.72338, 0.85937, 1.47642], [3.27803, 0.60643, 1.81011], [3.96639, 1.15114, 2.80110], [5.22708, 0.93351, 3.37855], [5.94058, 0.18568, 2.63051], [5.41920, -0.69090, 1.39932], [4.13698, -0.34406, 1.08500], [3.61091, -0.69300, 0.15657], [5.93718, -1.38429, 1.01985], [7.28170, -0.46899, 2.98343], [5.69829, 1.28048, 4.07652], [3.24673, 1.76422, 3.72127], [1.83226, 1.32479, -0.04718], [0.32532, 1.75937, -0.26926], [-0.46077, 0.55091, -0.26549], [-0.43544, 0.12530, 1.26023], [0.88457, -0.39939, 1.69358], [1.34853, -1.04253, 1.24729], [1.04296, -0.57754, 2.72914], [-0.86222, 0.88241, 2.07660], [-1.09689, -0.91589, 1.46383], [-1.81864, 0.60400, -0.52366], [-1.77794, 0.32114, -2.18144], [-0.95835, 0.82697, -3.05421], [-1.40901, 0.98630, -4.36312], [-2.74221, 0.49258, -4.08510], [-2.96351, 0.58307, -2.79844], [-4.37739, 0.21752, -2.43318], [-4.43519, -1.40460, -1.98070], [-4.05057, -2.45413, -2.85550], [-4.35369, -3.61599, -2.05192], [-4.65743, -3.33205, -0.88856], [-4.85351, -1.68762, -0.44694], [-5.02793, -4.25747, 0.09692], [-4.09032, -4.69910, -2.61291], [-3.93227, -2.14903, -3.64287], [-4.60238, 0.78120, -1.54746], [-4.95479, 0.34858, -3.08613], [-2.46458, 1.52512, -0.26205], [-2.32772, -0.25921, -0.14554], [-0.03115, 2.51870, 0.29621], [0.31954, 2.03831, -1.46246], [2.27529, 0.55314, -0.56891], [2.22384, 2.33080, -0.24806]], "forces_ev_per_a": [[-1.3, -5.3, -0.3], [1.6, 2.6, -1.3], [5.4, 2.9, 0.4], [0.9, -1.6, -0.8], [-4.3, 4.0, 6.8], [-4.3, -2.3, -7.3], [4.2, -9.2, -5.7], [-4.2, 8.9, 6.5], [-1.9, 0.1, -1.9], [1.0, -0.6, 0.9], [4.1, -4.9, -3.0], [-2.9, 2.4, -0.2], [3.8, 4.5, 8.4], [1.9, -1.4, -3.2], [-4.5, 3.2, 3.8], [2.2, -3.3, -8.2], [0.9, -1.2, 6.6], [-3.4, -3.7, 1.1], [-2.7, 10.5, 4.4], [4.2, -7.7, -5.7], [-0.7, -0.3, 1.2], [1.0, -1.2, -2.2], [0.8, 2.9, -1.2], [-1.1, 0.1, -4.8], [-2.3, 5.1, 2.5], [5.1, 0.4, -1.3], [-4.7, -4.4, 6.3], [0.9, 4.5, -3.8], [-2.6, -4.2, -2.2], [9.9, -5.4, 10.9], [2.0, 4.5, -5.3], [-4.8, -2.1, 18.3], [4.2, -4.7, -10.6], [-4.1, -3.5, 12.4], [-0.5, -1.6, 1.5], [1.4, 3.1, -3.4], [-1.1, 2.8, 2.2], [2.9, 4.2, -15.7], [-0.3, 0.4, 0.3], [-8.1, 2.3, -10.0], [1.2, -0.9, -0.5], [-0.2, -0.4, 0.4], [-0.8, 2.4, 2.0], [-0.3, 0.0, 2.9], [0.2, -1.3, -1.8], [1.3, -0.6, 0.7]], "homo_energy_ev": -9.176, "orbital_gap_ha": 0.3449, "e_above_lowest_kj_mol": 1721.94, "lumo_ev": 0.208}


{"formula": "C18H24N2O4S", "method": "ωB97M-V/def2-TZVPD", "symbols": ["C", "C", "H", "H", "O", "C", "O", "C", "C", "H", "H", "C", "N", "C", "C", "C", "C", "C", "C", "C", "C", "H", "H", "H", "S", "O", "O", "N", "C", "H", "H", "C", "H", "H", "C", "H", "H", "C", "H", "H", "H", "H", "H", "H", "H", "H", "H", "H", "H"], "xyz": [[2.21292, 2.63366, -1.87583], [1.30411, 1.64838, -2.58313], [0.48235, 1.32637, -1.93482], [0.87434, 2.08305, -3.49223], [2.07667, 0.49899, -2.95433], [1.39648, -0.57893, -3.32974], [0.19570, -0.64306, -3.37605], [2.31766, -1.72060, -3.72481], [1.77996, -3.04327, -3.17486], [0.69045, -2.98773, -3.19885], [2.09196, -3.87524, -3.80690], [2.26836, -3.32044, -1.74344], [2.26493, -2.15028, -0.90853], [1.17318, -1.48219, -0.43423], [-0.18591, -1.76008, -0.56334], [-1.07596, -0.87666, 0.00428], [-0.61871, 0.24875, 0.68933], [0.71493, 0.53305, 0.84876], [1.63791, -0.34385, 0.27981], [3.05668, -0.37178, 0.20854], [3.38720, -1.47007, -0.52242], [4.36031, -1.83343, -0.79510], [3.73303, 0.33411, 0.64703], [1.01352, 1.41954, 1.38567], [-1.84080, 1.34796, 1.37772], [-1.16673, 2.43477, 2.04187], [-2.81413, 1.68567, 0.37986], [-2.58957, 0.29568, 2.47041], [-1.84545, 0.17859, 3.70892], [-0.78257, 0.29739, 3.50345], [-2.02666, -0.81575, 4.12954], [-2.41532, 1.27822, 4.60768], [-2.24632, 1.08390, 5.66502], [-1.94778, 2.22343, 4.33394], [-3.90257, 1.29146, 4.23474], [-4.48206, 0.69371, 4.93875], [-4.30508, 2.30205, 4.23008], [-3.95367, 0.65452, 2.82972], [-4.33752, 1.32772, 2.06399], [-4.55915, -0.25683, 2.82952], [-2.14045, -1.01949, -0.07697], [-0.53514, -2.62610, -1.10217], [1.64077, -4.09450, -1.28941], [3.29684, -3.69059, -1.77565], [3.32954, -1.50806, -3.38221], [2.31997, -1.75398, -4.81636], [3.01297, 2.95359, -2.53834], [2.64936, 2.16769, -0.99749], [1.63386, 3.49881, -1.56789]], "forces_ev_per_a": [[-0.1, -0.4, -0.3], [-0.4, 0.3, 0.2], [0.1, 0.0, -0.1], [0.0, -0.1, 0.1], [0.4, 0.1, 0.0], [0.1, -0.2, -0.2], [-0.1, 0.0, -0.1], [-0.2, -0.1, 0.1], [0.1, 0.1, 0.1], [0.0, -0.1, -0.1], [-0.1, 0.0, 0.0], [-0.2, -0.4, -0.4], [0.0, 0.0, 0.0], [-0.2, 0.5, 0.5], [-0.2, 0.0, 0.1], [0.0, -0.3, -0.2], [-0.3, 0.5, 0.4], [0.0, 0.1, 0.0], [-0.3, -0.3, -0.2], [0.2, -0.1, 0.0], [0.3, 0.3, 0.3], [0.1, -0.1, -0.1], [0.2, 0.1, 0.1], [0.1, 0.1, 0.1], [0.1, -0.4, 0.0], [0.2, -0.2, 0.1], [-0.1, -0.2, -0.1], [0.5, 0.5, -1.0], [0.4, 0.0, 0.5], [0.1, -0.1, 0.2], [0.1, 0.0, 0.0], [0.1, -0.1, 0.0], [0.0, 0.0, 0.0], [0.0, 0.0, 0.1], [0.0, 0.0, 0.0], [0.0, 0.0, 0.0], [-0.1, 0.0, 0.0], [-0.7, 0.2, -0.1], [-0.2, -0.1, 0.1], [0.0, 0.1, 0.0], [-0.1, -0.2, -0.1], [-0.1, -0.1, -0.1], [0.1, 0.0, 0.0], [-0.1, 0.0, 0.1], [0.0, 0.0, -0.1], [0.0, 0.1, 0.0], [0.1, 0.1, 0.0], [0.1, 0.0, 0.1], [-0.1, 0.1, 0.0]], "homo_energy_ev": -8.308, "smiles": "CCOC(=O)CCCn1ccc2cc(S(=O)(=O)N3CCCC3)ccc21", "orbital_gap_ha": 0.3301, "e_above_lowest_kj_mol": 138.17, "lumo_ev": 0.674}


{"formula": "C4H5N3O", "method": "ωB97M-V/def2-TZVPD", "symbols": ["C", "C", "C", "C", "H", "H", "H", "H", "H", "N", "N", "N", "O"], "xyz": [[1.21212, -0.95241, 0.19467], [-1.84074, -0.20168, -0.44807], [-1.42204, 1.03554, 0.30382], [1.49674, 0.28189, -0.43332], [1.57826, -1.81794, -0.28888], [1.72950, -0.66892, 1.24473], [-2.69345, -0.14504, -1.10262], [-2.00669, 1.26299, 1.14026], [2.39008, 0.63905, -0.96398], [-1.08427, -1.20500, -0.36405], [-0.21278, 1.55297, 0.43961], [0.86735, 1.38276, -0.34117], [-0.01408, -1.16420, 0.61899]], "forces_ev_per_a": [[3.2, 0.3, 2.9], [2.4, 2.2, 0.7], [3.3, 0.1, 0.2], [1.0, 3.7, -2.3], [1.2, -0.8, -0.6], [-0.3, -1.5, -1.9], [-0.2, -0.7, -0.2], [-1.3, 0.8, 0.9], [0.3, -1.9, -0.1], [0.2, -2.0, -0.8], [-2.9, -1.0, 0.0], [-1.6, 0.5, -0.1], [-5.3, 0.3, 1.2]], "homo_energy_ev": -9.407, "smiles": "C1=N\\N=C/CO\\N=C/1", "orbital_gap_ha": 0.3529, "e_above_lowest_kj_mol": 644.75, "lumo_ev": 0.195}


{"formula": "C24H19O4PV", "method": "ωB97M-V/def2-TZVPD", "symbols": ["V", "C", "O", "C", "O", "C", "O", "C", "O", "C", "H", "H", "C", "H", "H", "C", "C", "C", "C", "C", "C", "P", "C", "C", "C", "C", "C", "C", "C", "C", "C", "C", "C", "C", "H", "H", "H", "H", "H", "H", "H", "H", "H", "H", "H", "H", "H", "H", "H"], "xyz": [[0.35290, -0.11127, -0.38311], [1.92395, -1.17833, -0.72486], [2.90038, -1.80441, -0.90344], [-0.83313, -0.85213, -1.68303], [-1.59914, -1.25246, -2.46857], [0.02959, 1.70364, -0.83739], [-0.21574, 2.80877, -1.15747], [-0.46659, -0.56451, 1.24756], [-1.01072, -0.90742, 2.23028], [-4.21306, 1.96780, 1.11524], [-4.25456, 1.49430, 2.10522], [-3.80630, 2.98678, 1.06819], [-4.64114, 1.32884, 0.01306], [-4.59741, 1.80042, -0.97757], [-5.05037, 0.31112, 0.06292], [6.23766, 1.46504, -1.52909], [5.01500, 1.30192, -2.17674], [3.83912, 1.13471, -1.44418], [3.87272, 1.14971, -0.04228], [5.10570, 1.32393, 0.61411], [6.28441, 1.46784, -0.13225], [2.29253, 1.11372, 0.89783], [2.67579, 0.01274, 2.30973], [1.75010, 0.03990, 3.36903], [1.82379, -0.89886, 4.39274], [2.86250, -1.83663, 4.40492], [3.82838, -1.81796, 3.39942], [3.71699, -0.92035, 2.33157], [2.43911, 2.76094, 1.69185], [2.88195, 2.96442, 3.01091], [3.43270, 4.19525, 3.38396], [3.50487, 5.24062, 2.46466], [2.88165, 5.10556, 1.21824], [2.30593, 3.89056, 0.85325], [7.15301, 1.58961, -2.10605], [4.97387, 1.30072, -3.26345], [2.89610, 1.00734, -1.97988], [5.15294, 1.35553, 1.70815], [7.23495, 1.59971, 0.38578], [0.95245, 0.78615, 3.37529], [1.05755, -0.90709, 5.16738], [2.90896, -2.58275, 5.19837], [4.66149, -2.52213, 3.42594], [4.43255, -0.97848, 1.51458], [2.85511, 2.17194, 3.75392], [3.82972, 4.32790, 4.39205], [4.03666, 6.16103, 2.71150], [2.85275, 5.94851, 0.52543], [1.79595, 3.81464, -0.10775]], "forces_ev_per_a": [[3.0, 1.6, 0.1], [7.7, -5.9, -1.0], [-5.2, 3.2, 0.8], [-6.1, -3.2, -5.6], [3.7, 1.9, 3.7], [-2.9, 8.9, -1.9], [1.5, -5.7, 1.5], [-4.5, -2.5, 7.4], [2.7, 1.7, -4.9], [0.1, -0.4, -0.5], [-0.1, 0.2, -0.5], [-0.3, -0.4, 0.0], [0.4, 0.2, 0.4], [-0.1, -0.2, 0.5], [0.1, 0.5, 0.0], [-0.2, -0.1, 0.2], [-0.1, -0.1, -0.1], [0.4, 0.1, 0.3], [-0.2, 0.0, -0.7], [0.1, 0.1, -0.1], [-0.5, 0.0, 0.2], [2.4, 0.3, 1.5], [-0.8, -0.4, -0.1], [-0.1, -0.4, 0.0], [0.0, 0.1, -0.1], [-0.1, 0.2, 0.0], [-0.1, 0.1, -0.1], [-0.1, -0.3, 0.0], [-1.0, 1.1, -0.1], [0.3, -0.2, -0.1], [-0.1, 0.0, -0.2], [-0.1, -0.1, -0.2], [-0.1, -0.1, 0.1], [0.4, -0.1, 0.1], [-0.3, 0.0, 0.1], [0.0, 0.0, 0.2], [0.1, 0.1, 0.0], [0.0, 0.0, -0.4], [-0.3, -0.1, -0.1], [0.2, -0.2, 0.1], [0.3, 0.0, -0.1], [0.0, 0.2, -0.2], [-0.3, 0.2, 0.0], [-0.1, 0.0, 0.2], [0.2, 0.1, -0.3], [-0.2, -0.1, -0.3], [-0.3, -0.2, 0.0], [0.0, -0.3, 0.2], [0.4, 0.0, 0.1]], "homo_energy_ev": [-14.757, -14.745], "multiplicity": 4, "orbital_gap_ha": [0.1639, 0.1727], "charge": 2, "e_above_lowest_kj_mol": 15.93, "lumo_ev": [-10.298, -10.047]}


| no. | electronic energy (Ha) |
| --- | --- |
| 1 | -271.71722 |
| 2 | -3833.89612 |
| 3 | -1544.30750 |
| 4 | -1508.97709 |
| 5 | -394.72199 |
| 6 | -2511.53818 |